No. 1
{"formula": "C2H5NO", "method": "ωB97M-V with the def2-TZVPD basis set", "largest_force_ev_per_a": 3.03, "orbital_gap_ev": 11.1, "total_charge": 0, "e_above_lowest_kcal_mol": 45.78, "multiplicity": 1, "symbols": ["C", "N", "C", "O", "H", "H", "H", "H", "H"], "positions_angstrom": [[-1.0931, 0.2045, 0.2958], [0.2328, 0.5379, -0.4912], [1.3842, -0.2211, -0.1133], [1.3875, -1.1202, 0.6928], [-0.7900, -0.2339, 1.2318], [-1.6528, 1.1419, 0.3764], [-1.7945, -0.5217, -0.1970], [-0.3186, 0.1414, -1.2188], [2.3445, 0.1464, -0.5499]], "nbo_charge": [-0.448, -0.693, 0.539, -0.550, 0.225, 0.209, 0.189, 0.402, 0.127]}

=====

No. 2
{"formula": "C4H11NO3S", "method": "ωB97M-V with the def2-TZVPD basis set", "largest_force_ev_per_a": 3.57, "orbital_gap_ev": [8.7, 8.3], "total_charge": 0, "e_above_lowest_kcal_mol": 131.49, "multiplicity": 1, "symbols": ["C", "C", "C", "C", "N", "O", "O", "O", "S", "H", "H", "H", "H", "H", "H", "H", "H", "H", "H", "H"], "positions_angstrom": [[1.4159, -0.7118, 1.1375], [-0.9732, -1.4997, 1.5805], [-0.2286, 1.6352, -2.3348], [-0.1182, -0.3088, 1.2155], [-0.6195, 0.3157, -0.0108], [1.5061, 1.8013, -0.2103], [-0.8872, 2.6464, 0.0659], [0.0262, -1.3128, -1.6113], [0.1059, 1.7049, -0.5550], [1.3878, -1.6097, 0.5434], [1.9859, 0.1343, 0.5897], [1.8740, -1.1141, 2.1591], [-0.5814, -2.0471, 2.3761], [-0.9825, -2.1667, 0.6871], [-2.0116, -1.1007, 1.7084], [-0.1377, 0.5549, -2.4423], [-1.1631, 2.2651, -2.5370], [0.5805, 1.9934, -2.9822], [-0.3970, 0.4757, 1.9818], [-0.7823, -1.6555, -1.3611]], "nbo_charge": [-0.651, -0.603, -0.888, -0.121, -0.457, -0.912, -0.895, -0.512, 2.195, 0.216, 0.270, 0.221, 0.224, 0.194, 0.221, 0.292, 0.276, 0.259, 0.243, 0.427]}

=====

No. 3
{"formula": "FHN4", "method": "ωB97M-V with the def2-TZVPD basis set", "largest_force_ev_per_a": 7.59, "orbital_gap_ev": 9.7, "total_charge": 0, "e_above_lowest_kcal_mol": 92.59, "multiplicity": 1, "symbols": ["N", "N", "N", "N", "F", "H"], "positions_angstrom": [[0.8463, 0.3431, -1.2723], [0.1626, -0.3073, -0.5004], [-0.9012, -0.3154, 0.0131], [-1.4135, -0.0924, 1.1999], [-0.4118, 0.6119, 1.9359], [1.7176, -0.2399, -1.3760]], "nbo_charge": [-0.326, 0.107, 0.026, 0.140, -0.289, 0.341]}

=====

No. 4
{"formula": "C3H5NO", "method": "ωB97M-V with the def2-TZVPD basis set", "largest_force_ev_per_a": 2.44, "orbital_gap_ev": 10.6, "total_charge": 0, "e_above_lowest_kcal_mol": 45.60, "multiplicity": 1, "symbols": ["C", "C", "C", "H", "H", "H", "H", "H", "N", "O"], "positions_angstrom": [[-0.1660, -0.1867, -1.4664], [0.5044, -0.3313, -0.1075], [-0.3749, -0.1444, 1.1020], [-1.0882, 0.5333, -1.3055], [1.2410, -1.1262, -0.0783], [-1.3918, 0.1961, 0.9232], [-0.2028, -0.8192, 2.0125], [0.5375, 1.8110, 0.5498], [0.7359, 0.7925, 0.8374], [0.2049, -0.7251, -2.4672]], "nbo_charge": [0.443, -0.199, -0.242, 0.081, 0.213, 0.198, 0.214, 0.377, -0.587, -0.498]}

=====

No. 5
{"formula": "C3H3N3O", "method": "ωB97M-V with the def2-TZVPD basis set", "largest_force_ev_per_a": 1.22, "orbital_gap_ev": [8.1, 8.1], "total_charge": 0, "e_above_lowest_kcal_mol": 91.39, "multiplicity": 1, "symbols": ["N", "C", "N", "N", "O", "C", "C", "H", "H", "H"], "positions_angstrom": [[2.1916, -0.1458, -0.0558], [0.9469, -0.0525, -0.0685], [0.3857, 1.4145, -0.6505], [-0.7164, 1.7459, -0.5351], [-2.5024, -0.8030, 0.8875], [-1.4387, -0.4601, 0.4685], [-0.1256, -0.8672, 0.3143], [2.6608, 0.5969, -0.5687], [-1.4412, 0.7079, -0.0934], [0.0411, -1.9358, 0.2323]], "nbo_charge": [-0.606, 0.395, -0.058, 0.015, -0.472, 0.488, -0.573, 0.370, 0.145, 0.297]}